(1)
Molecular formula: C5H13N2O
Method: DFT, ωB97M-V/def2-TZVPD

Geometry as XYZ:
```
21
Properties=species:S:1:pos:R:3:nbo_charge:R:1
C -0.5750 -0.0864 1.4344 -0.2505
N 0.1209 -0.0062 0.1376 -0.6725
C 1.4923 0.4606 0.2515 -0.2225
C 2.0709 0.7263 -1.1363 -0.5223
C 2.0547 -0.5109 -1.9969 0.4508
O 1.8156 -1.6135 -1.5767 -0.5396
C -1.9448 -0.6605 1.1616 -0.2202
N -2.5211 0.1736 0.0322 -0.6904
H -0.6607 0.9002 1.8943 0.2087
H -0.0132 -0.7191 2.1267 0.2249
H 0.1320 -0.9569 -0.2329 0.3872
H 2.1485 -0.2090 0.8146 0.2032
H 1.4781 1.4131 0.7811 0.2067
H 3.0875 1.1273 -1.1440 0.2593
H 1.4528 1.4779 -1.6212 0.2305
H 2.2494 -0.3437 -3.0703 0.1291
H -1.9192 -1.6844 0.8049 0.2283
H -2.6401 -0.6079 1.9903 0.2392
H -3.3332 -0.2657 -0.3963 0.4431
H -1.7220 0.2832 -0.6241 0.4703
H -2.7734 1.1020 0.3696 0.4365
```

## Properties
E_HOMO in eV: -13.058
Total charge: +1
Lowest unoccupied orbital energy in eV: -3.42
HOMO-LUMO gap in Eh: 0.3541
Energy relative to the best compared isomer or geometry (same formula, charge and spin) in kcal per mole: 32.4

(2)
Molecular formula: C3H7NS2
Method: DFT, ωB97M-V/def2-TZVPD

Geometry as XYZ:
```
13
Properties=species:S:1:pos:R:3:nbo_charge:R:1
C 0.8663 -1.0731 -1.2729 -0.0335
C 0.3315 -0.6146 -2.4011 -0.4592
C -0.8591 -1.1671 0.2693 -0.0268
N 0.1368 -1.7087 -0.2762 -0.4136
H 1.9409 -1.0453 -1.1232 0.1982
H -0.7383 -0.6642 -2.5521 0.1978
H 0.9690 -0.2005 -3.1661 0.2064
H -1.5422 -1.7991 0.8312 0.1730
H -1.0233 -0.0887 0.2721 0.1508
S -0.6876 1.3137 2.8344 -0.1286
S 0.0540 2.4314 1.2683 -0.1237
H 0.4737 0.9944 3.4282 0.1291
H 0.0783 3.6217 1.8881 0.1301
```

## Properties
E_HOMO in eV: -8.805
Total charge: 0
Lowest unoccupied orbital energy in eV: 0.25
HOMO-LUMO gap in Eh: 0.3329
Energy relative to the best compared isomer or geometry (same formula, charge and spin) in kcal per mole: 42.3

(3)
Molecular formula: C5H20N2O4
Method: DFT, ωB97M-V/def2-TZVPD

Geometry as XYZ:
```
31
Properties=species:S:1:pos:R:3:nbo_charge:R:1
C 1.2725 0.4232 1.7561 -0.4813
N 0.7315 -0.5476 0.8166 -0.1843
C -0.2079 0.0256 -0.2661 -0.0979
C -0.4736 -1.0126 -1.3527 -0.4846
C -1.4490 -0.5292 -2.4003 -0.2625
N -0.9715 0.8451 -2.8755 -0.8492
C -1.4709 0.4291 0.4843 -0.0900
O -2.0169 1.6822 0.2655 -0.6697
H 1.7384 1.2294 1.1945 0.2501
H 0.6139 0.8527 2.4777 0.2757
H 2.0163 -0.0849 2.3500 0.2627
H 0.1673 -1.2934 1.2288 0.4272
H 0.3722 0.9635 -0.6623 0.2503
H 0.5240 -1.4138 -1.6891 0.2482
H -0.8314 -2.0235 -0.9973 0.2377
H -1.3200 -0.9788 -3.4862 0.2623
H -2.5240 -0.4429 -2.1977 0.2318
H -1.3513 1.6532 -2.3089 0.3553
H 0.0352 1.0006 -2.8789 0.3519
H -2.2639 -0.2328 0.1020 0.2262
H -1.3627 0.3444 1.6037 0.1910
H -1.6365 2.2959 0.9480 0.4957
H 3.3402 -1.5831 -0.5063 0.4817
H 1.8320 -1.6387 -0.3216 0.4404
O 2.5921 -2.2310 -0.5024 -0.8870
H 1.7370 -2.7422 2.8455 0.4817
H 0.5779 -3.3401 2.0803 0.4782
O 0.8067 -2.7543 2.8022 -0.9457
H -0.1494 3.1220 -0.1591 0.4584
H 0.1244 4.4464 0.2480 0.4926
O 0.3698 3.5240 0.5864 -0.9472
```

## Properties
E_HOMO (spin up / spin down) in eV: -12.557 / -12.556
Total charge: +1
Lowest unoccupied orbital energy (spin up / spin down) in eV: -2.88 / -8.31
Spin multiplicity: 2
HOMO-LUMO gap (spin up / spin down) in Eh: 0.3555 / 0.1562
Energy relative to the best compared isomer or geometry (same formula, charge and spin) in kcal per mole: 35.9

(4)
Molecular formula: C41H46F5GeIrNO2Si4Te
Method: DFT, ωB97M-V/def2-TZVPD

Geometry as XYZ:
```
102
Properties=species:S:1:pos:R:3:mulliken_charge:R:1
Ir -0.1967 -0.4315 1.1330 -0.6254
C -1.6965 3.1007 0.4156 -0.4726
Si -2.7263 2.5555 -1.0536 0.1530
C -4.0138 1.2864 -0.5963 -0.6571
C -3.5104 4.0255 -1.9103 -1.0746
Si -1.2519 1.7414 -2.8251 0.1766
Te -0.3217 -0.1293 -1.4688 -0.4148
Si 0.4987 3.1831 -3.5096 0.7969
C 1.0457 4.2551 -2.0818 -0.6031
C 1.8886 2.1411 -4.1875 -0.8867
C -0.2708 4.2313 -4.8534 -1.1533
Si -2.4909 0.7620 -4.5966 0.5276
C -1.2339 0.0721 -5.7998 -1.0187
C -3.5866 -0.5932 -3.9178 -0.9515
C -3.5161 2.0984 -5.4118 -1.1150
H -2.3328 3.2442 1.2949 0.4081
H -1.1926 4.0484 0.2091 0.3830
H -0.9342 2.3647 0.6835 -0.1591
H -4.5382 1.6100 0.3097 0.3891
H -3.5869 0.3009 -0.3929 -0.0171
H -4.7553 1.1861 -1.3916 0.4318
H -4.1930 4.5176 -1.2077 0.4206
H -4.0926 3.7251 -2.7829 0.2700
H -2.7701 4.7667 -2.2221 0.2736
H 1.2987 3.6677 -1.1974 -0.1353
H 0.2740 4.9835 -1.8118 0.3234
H 1.9379 4.8155 -2.3798 0.3893
H 2.3535 1.5492 -3.3973 0.1641
H 2.6531 2.7939 -4.6194 0.3925
H 1.5426 1.4675 -4.9765 0.2917
H -1.1541 4.7757 -4.5081 0.3032
H -0.5536 3.6311 -5.7232 0.2749
H 0.4634 4.9716 -5.1887 0.3984
H -0.5314 -0.6124 -5.3173 0.3122
H -0.6598 0.8755 -6.2712 0.2744
H -1.7444 -0.4775 -6.5964 0.4160
H -3.0699 -1.2384 -3.2022 0.1823
H -3.9316 -1.2242 -4.7428 0.4027
H -4.4711 -0.1830 -3.4265 0.2921
H -3.0054 3.0639 -5.4541 0.3233
H -4.4722 2.2394 -4.9023 0.3347
H -3.7313 1.7937 -6.4409 0.3865
O 2.1574 1.2519 -0.8451 -0.6909
C 2.2368 1.3703 0.3621 -0.2625
N 1.3856 0.7751 1.2892 0.2625
C 1.7501 1.1838 2.5956 0.0515
O 1.1411 0.8459 3.5759 -0.5905
C 2.9465 2.0572 2.4692 0.1166
C 3.7157 2.6754 3.4319 -0.4069
C 4.8122 3.4093 2.9900 -0.6037
C 5.1139 3.5149 1.6334 -0.7099
C 4.3290 2.8896 0.6694 -0.5347
C 3.2445 2.1635 1.1180 0.7189
H 3.4771 2.5814 4.4832 0.5647
H 5.4471 3.9090 3.7104 0.4494
H 5.9764 4.0940 1.3289 0.4597
H 4.5575 2.9632 -0.3863 0.5582
C -2.2162 -4.5827 4.5125 -0.5876
C -1.6531 -5.2505 3.4339 -0.7744
C -0.6535 -4.6402 2.6834 -0.2584
C -0.2150 -3.3601 3.0148 0.5898
C -0.7848 -2.6939 4.1034 -0.2400
C -1.7795 -3.3056 4.8513 -0.8994
Ge 1.0817 -2.4526 1.8957 0.0562
C 1.6471 -3.4543 0.3187 0.3778
C 0.8507 -3.6575 -0.8094 0.1069
C 1.3158 -4.4054 -1.8834 -0.9892
C 2.5847 -4.9690 -1.8415 -0.5459
C 3.3816 -4.7897 -0.7193 -0.7274
C 2.9166 -4.0368 0.3520 -0.3479
C 2.6559 -1.8237 2.8422 0.4110
C 3.7190 -1.2589 2.1322 -0.4343
C 4.8435 -0.7951 2.7989 -0.7544
C 4.9164 -0.8933 4.1848 -0.6239
C 3.8682 -1.4583 4.8981 -0.7931
C 2.7401 -1.9207 4.2294 -0.2510
H -2.9983 -5.0565 5.0921 0.4226
H -1.9936 -6.2443 3.1721 0.4295
H -0.2281 -5.1601 1.8317 0.4040
H -0.4661 -1.6857 4.3550 0.4419
H -2.2191 -2.7867 5.6942 0.4503
H -0.1563 -3.2623 -0.8425 0.6184
H 0.6810 -4.5607 -2.7475 0.4575
H 2.9467 -5.5548 -2.6770 0.4013
H 4.3670 -5.2361 -0.6746 0.4333
H 3.5546 -3.9041 1.2181 0.4246
H 3.6726 -1.1846 1.0489 0.6643
H 5.6637 -0.3606 2.2401 0.4537
H 5.7946 -0.5332 4.7065 0.4265
H 3.9257 -1.5400 5.9762 0.4429
H 1.9258 -2.3566 4.7965 0.3361
F -2.1934 0.6958 3.1103 -0.4274
C -2.7651 -0.4014 2.5764 0.2607
C -2.0998 -1.0795 1.5630 1.0577
C -2.7549 -2.1889 1.0544 0.2793
F -2.1966 -2.8899 0.0470 -0.4632
C -3.9627 -2.6409 1.5442 0.3475
F -4.5400 -3.7354 1.0476 -0.3581
C -4.5805 -1.9398 2.5666 0.6261
F -5.7442 -2.3589 3.0516 -0.3418
C -3.9835 -0.8020 3.0823 0.4748
F -4.5800 -0.1241 4.0635 -0.3673
```

## Properties
E_HOMO (spin up / spin down) in eV: -10.365 / -11.085
Total charge: +1
Lowest unoccupied orbital energy (spin up / spin down) in eV: -3.21 / -6.01
Spin multiplicity: 5
HOMO-LUMO gap (spin up / spin down) in Eh: 0.2629 / 0.1863

(5)
Molecular formula: C2H5N3O2
Method: DFT, ωB97M-V/def2-TZVPD

Geometry as XYZ:
```
12
Properties=species:S:1:pos:R:3:nbo_charge:R:1
C -0.9041 0.9220 0.1245 0.1864
C 0.6740 -1.2249 -1.0544 0.5070
H 1.3297 1.6359 1.9102 0.4844
H -1.7252 1.3453 -0.4833 0.1972
H -1.8493 -0.8521 -0.0612 0.3782
H 0.4683 -1.6035 1.0167 0.4112
H 1.6026 -1.7698 -1.0877 0.1254
N -0.0770 1.7491 0.7071 -0.1606
N -1.0331 -0.4525 0.4126 -0.4692
N 0.0586 -1.2803 0.1450 -0.4522
O 0.7826 0.9244 1.4631 -0.6050
O 0.3318 -0.5559 -2.0342 -0.6028
```

## Properties
E_HOMO in eV: -9.283
Total charge: 0
Lowest unoccupied orbital energy in eV: 0.76
HOMO-LUMO gap in Eh: 0.3690
Energy relative to the best compared isomer or geometry (same formula, charge and spin) in kcal per mole: 97.2

(6)
Molecular formula: C3H6FN3
Method: DFT, ωB97M-V/def2-TZVPD

Geometry as XYZ:
```
13
Properties=species:S:1:pos:R:3:nbo_charge:R:1
C -0.0327 1.4378 1.5852 -0.0059
C 0.1876 0.5531 0.3735 0.0332
C -0.2180 -1.8141 -1.5513 0.2467
H -0.1553 0.7767 2.4991 0.1909
H -1.1195 1.8418 1.4254 0.1910
H 1.1697 0.2932 0.0977 0.1765
H -1.7312 -0.4866 -1.7705 0.3908
H -0.4424 -2.2086 -2.5820 0.1869
H 1.0254 -1.9273 0.0285 0.3306
N -0.8582 0.1000 -0.2051 -0.2470
N -0.8975 -0.6921 -1.2415 -0.4293
N 0.7309 -2.4254 -0.8567 -0.7106
F 0.9785 2.4191 1.5534 -0.3538
```

## Properties
E_HOMO in eV: -8.888
Total charge: 0
Lowest unoccupied orbital energy in eV: 0.64
HOMO-LUMO gap in Eh: 0.3500
Energy relative to the best compared isomer or geometry (same formula, charge and spin) in kcal per mole: 49.7

(7)
Molecular formula: C3H11N3
Method: DFT, ωB97M-V/def2-TZVPD

Geometry as XYZ:
```
17
Properties=species:S:1:pos:R:3:nbo_charge:R:1
C -1.6121 1.5999 -0.4773 -0.4631
C -2.5402 -0.4582 0.1253 -0.0734
N -2.0765 0.2620 -0.7987 -0.3896
H -0.5514 1.5371 -0.2387 0.2425
H -2.2365 2.0959 0.2781 0.1683
H -1.6965 2.2070 -1.3812 0.1988
H -2.5563 -1.5328 -0.0325 0.1749
H -2.9261 0.0120 1.0388 0.1370
N 1.7326 0.5593 -0.3450 -0.8390
C 1.2386 -0.6678 0.3310 -0.0846
N 2.1871 -1.6888 0.6258 -0.8543
H 2.4657 0.8910 0.2713 0.3438
H 2.1233 0.2421 -1.2230 0.3502
H 0.6244 -0.3143 1.1710 0.1707
H 0.3800 -1.0468 -0.2333 0.1965
H 2.3837 -2.3356 -0.1237 0.3646
H 3.0602 -1.3620 1.0123 0.3567
```

## Properties
E_HOMO in eV: -9.090
Total charge: 0
Lowest unoccupied orbital energy in eV: 1.04
HOMO-LUMO gap in Eh: 0.3724
Energy relative to the best compared isomer or geometry (same formula, charge and spin) in kcal per mole: 43.5

(8)
Molecular formula: C6H15N
Method: DFT, ωB97M-V/def2-TZVPD

Geometry as XYZ:
```
22
Properties=species:S:1:pos:R:3:nbo_charge:R:1
C 2.1289 0.0273 0.4374 -0.3979
C 3.3075 -0.6588 -0.2742 -0.6207
C 0.7336 -0.0823 -0.2548 -0.2545
N -0.1355 0.8061 0.4306 -0.4492
C -1.3289 1.1819 -0.1873 -0.0213
C -2.5171 0.2917 0.2036 -0.4304
C -2.2105 -1.2202 0.1484 -0.6130
H 2.2825 1.1209 0.5751 0.2051
H 2.0597 -0.3502 1.4351 0.1978
H 3.2148 -1.7610 -0.2365 0.1988
H 4.2637 -0.4248 0.2344 0.2162
H 3.3292 -0.5490 -1.3572 0.2034
H 0.8753 0.1645 -1.3538 0.1941
H 0.4255 -1.1855 -0.1490 0.1642
H -1.2253 0.7381 -2.1633 0.1096
H -1.6341 2.2248 -0.0264 0.1966
H -1.0442 1.0816 -1.3640 0.0381
H -3.4702 0.4072 -0.3616 0.2037
H -2.7091 0.5532 1.2361 0.2265
H -3.0881 -1.8033 0.5261 0.2135
H -1.9519 -1.5317 -0.8752 0.2064
H -1.3954 -1.4809 0.8175 0.2130
```

## Properties
E_HOMO in eV: -7.757
Total charge: 0
Lowest unoccupied orbital energy in eV: -0.68
HOMO-LUMO gap in Eh: 0.2600
Energy relative to the best compared isomer or geometry (same formula, charge and spin) in kcal per mole: 129.4

(9)
Molecular formula: C3H5LiO3Yb
Method: DFT, ωB97M-V/def2-TZVPD

Geometry as XYZ:
```
13
Properties=species:S:1:pos:R:3:nbo_charge:R:1
O 0.6523 0.7386 0.9842 -0.5323
C 1.2986 -0.4468 1.1684 0.6603
C -0.7623 0.5991 0.7873 -0.1056
O 2.5234 -0.3861 1.0201 -0.6286
O 0.1906 -0.3991 -1.0615 -1.1221
C -0.9418 0.3723 -0.7068 -0.1039
H -1.2644 1.4869 1.1867 0.1978
H -1.1646 -0.3094 1.2609 0.1809
H -1.1430 1.3451 -1.1859 0.1500
H -1.8825 -0.1842 -0.8638 0.1667
H 0.7601 -1.3663 1.4648 0.1630
Li 1.7665 0.7011 -1.1550 0.9086
Yb -0.0330 -2.1513 -2.8995 0.0651
```

## Properties
E_HOMO in eV: -4.844
Total charge: 0
Lowest unoccupied orbital energy in eV: -0.57
HOMO-LUMO gap in Eh: 0.1571
Energy relative to the best compared isomer or geometry (same formula, charge and spin) in kcal per mole: 0.0

(10)
Molecular formula: C4H9N2
Method: DFT, ωB97M-V/def2-TZVPD

Geometry as XYZ:
```
15
Properties=species:S:1:pos:R:3:nbo_charge:R:1
C 0.8499 0.4035 -0.5695 0.6026
C -1.5419 -1.4004 0.2823 -0.3250
C -1.7896 -0.0519 0.9125 -0.3140
C 1.9149 0.2528 0.4242 -0.8117
N -1.4619 -0.1708 -0.4744 -0.2093
N 0.7413 0.9751 -1.6730 -0.6816
H -0.6785 -2.0385 0.3504 0.2340
H -2.4075 -2.0523 0.1550 0.2478
H -2.7828 0.3345 0.9829 0.2468
H -1.1021 0.3065 1.6318 0.2241
H 1.9364 -0.6473 1.0361 0.2932
H 2.9259 0.3056 -0.0610 0.2851
H 2.1066 1.2477 0.9026 0.3125
H 1.4934 1.4768 -2.1150 0.4340
H -0.2041 1.0587 -1.7852 0.4615
```

## Properties
E_HOMO (spin up / spin down) in eV: -14.397 / -14.329
Total charge: +1
Lowest unoccupied orbital energy (spin up / spin down) in eV: -5.67 / -4.91
HOMO-LUMO gap (spin up / spin down) in Eh: 0.3206 / 0.3460
Energy relative to the best compared isomer or geometry (same formula, charge and spin) in kcal per mole: 147.2

(11)
Molecular formula: C2H8N2Si2
Method: DFT, ωB97M-V/def2-TZVPD

Geometry as XYZ:
```
14
Properties=species:S:1:pos:R:3:nbo_charge:R:1
C -1.8265 1.7203 0.2430 -0.5634
C -0.5502 2.0814 0.6535 0.0387
N 1.2961 -1.7708 -0.3205 -1.4285
N 0.5845 1.4075 0.2756 -1.1235
Si 0.2154 -2.7623 0.3976 1.5003
Si 1.0080 0.4071 -0.9839 1.4284
H -2.7729 2.3728 0.5136 0.2022
H -1.8244 0.9106 -0.4541 0.1707
H -0.3764 2.8791 1.3063 0.1733
H 2.1513 -1.5751 0.2296 0.4206
H 0.0964 -2.7553 1.8129 -0.1970
H -0.8053 -3.5347 -0.2931 -0.1780
H 2.4537 0.5308 -1.2243 -0.2048
H 0.3502 0.0886 -2.1562 -0.2390
```

## Properties
E_HOMO (spin up / spin down) in eV: -6.948 / -6.949
Total charge: 0
Lowest unoccupied orbital energy (spin up / spin down) in eV: -1.60 / -1.59
HOMO-LUMO gap (spin up / spin down) in Eh: 0.1967 / 0.1968
Energy relative to the best compared isomer or geometry (same formula, charge and spin) in kcal per mole: 109.7

(12)
Molecular formula: CH11NO4
Method: DFT, ωB97M-V/def2-TZVPD

Geometry as XYZ:
```
17
Properties=species:S:1:pos:R:3:nbo_charge:R:1
C 0.1933 0.5355 2.5025 -0.4280
N 0.0528 1.5628 1.7211 -0.9170
H -0.5928 -0.0111 3.0798 0.1241
H 1.2334 0.1293 2.4321 0.0977
H 0.9621 1.8669 1.3997 0.2877
H -2.3968 0.0890 -1.4249 0.4282
H -1.5952 -0.5577 -0.4924 0.4929
O -1.9260 0.3343 -0.5921 -0.9476
H -0.3936 -2.7478 0.1480 0.4506
H 0.1674 -1.6422 -0.7485 0.4931
O -0.4682 -1.7753 0.0341 -1.0113
H 0.3742 1.6013 -0.0898 0.4993
H -0.3647 1.2820 -1.2813 0.4860
O 0.5823 1.4523 -1.0318 -1.0510
H 1.3223 -0.1109 -1.4666 0.5069
H 1.3254 -1.0039 -2.5720 0.4518
O 1.5240 -1.0044 -1.6180 -0.9632
```

## Properties
E_HOMO (spin up / spin down) in eV: 1.155 / -3.487
Total charge: -1
Lowest unoccupied orbital energy (spin up / spin down) in eV: 3.36 / 3.25
Spin multiplicity: 2
HOMO-LUMO gap (spin up / spin down) in Eh: 0.0812 / 0.2476
Energy relative to the best compared isomer or geometry (same formula, charge and spin) in kcal per mole: 43.1

Largest force on an atom values (in eV Å⁻¹) by entry order: 1.086, 0.900, 5.266, 0.542, 3.377, 4.168, 1.966, 6.682, 3.401, 4.057, 3.797, 3.727.